# 1
53
Properties=species:S:1:pos:R:3 method="wB97M-V/def2-TZVPD" orbital_gap_ev="6.92 / 6.91" spin_multiplicity=2 charge=+2 total_energy_ev=-145906.125
Yb 0.23 -0.31 -0.73
O -1.90 -0.81 0.03
S -1.38 0.06 1.12
O -0.07 -0.54 1.51
N -0.98 1.35 0.26
C -0.11 2.33 0.74
C -0.25 3.03 1.92
C 0.60 4.11 2.21
C 1.55 4.53 1.32
C 1.75 3.83 0.11
C 2.67 4.21 -0.88
C 2.80 3.46 -2.02
C 2.08 2.26 -2.13
N 1.19 1.85 -1.23
C 0.97 2.67 -0.14
C -2.50 0.24 2.48
C -1.99 0.07 3.76
C -2.84 0.27 4.84
C -4.16 0.64 4.63
C -4.65 0.80 3.34
C -3.82 0.60 2.25
H -1.03 2.77 2.61
H 0.47 4.63 3.15
H 2.15 5.40 1.53
H 3.27 5.10 -0.74
H 3.46 3.75 -2.82
H 2.23 1.62 -2.99
H -0.96 -0.22 3.89
H -2.46 0.14 5.84
H -4.82 0.80 5.47
H -5.68 1.08 3.18
H -4.18 0.73 1.24
Se 4.00 -0.96 -0.80
N 2.28 -1.29 -0.50
C 2.06 -2.60 -0.72
C 0.83 -3.28 -0.57
C 0.79 -4.62 -0.85
C 1.94 -5.33 -1.28
C 3.15 -4.71 -1.42
C 3.23 -3.33 -1.13
N 4.33 -2.58 -1.23
H -0.07 -2.76 -0.19
H -0.13 -5.17 -0.73
H 1.85 -6.38 -1.49
H 4.03 -5.24 -1.73
N -0.58 -1.91 -4.77
C -0.90 -1.41 -3.58
N -2.19 -1.21 -3.28
O 0.00 -1.12 -2.74
H -1.27 -2.13 -5.46
H 0.39 -2.04 -5.00
H -2.93 -1.46 -3.92
H -2.44 -0.90 -2.35



# 2
64
Properties=species:S:1:pos:R:3 method="wB97M-V/def2-TZVPD" orbital_gap_ev="4.17 / 4.14" spin_multiplicity=1 charge=+1 total_energy_ev=-65429.824
Ba 0.63 0.44 -0.41
C 3.52 -3.69 0.46
C 2.35 -2.86 0.01
N 2.36 -1.56 0.35
O 3.06 -1.39 1.46
B 2.48 -0.21 2.21
F 2.32 0.79 1.22
F 3.46 0.22 2.98
O 1.24 -0.45 2.99
N 0.14 -0.82 2.15
C -0.42 -1.91 2.57
C -0.10 -2.57 3.89
C -1.41 -2.45 1.66
N -1.69 -1.75 0.55
O -2.39 -2.32 -0.43
B -1.73 -3.44 -1.30
F -1.42 -4.51 -0.35
F -2.64 -3.81 -2.29
O -0.46 -3.03 -1.93
N 0.38 -2.45 -1.09
C 1.27 -3.36 -0.73
C 1.26 -4.87 -1.09
C -2.44 -3.45 2.03
H 4.49 -3.32 0.07
H 3.59 -3.63 1.58
H 3.44 -4.76 0.19
H 0.59 -2.01 4.54
H -1.08 -2.56 4.50
H 0.30 -3.61 3.87
H 0.42 -5.01 -1.76
H 2.22 -5.08 -1.63
H 1.18 -5.50 -0.20
H -2.53 -4.21 1.28
H -2.26 -3.92 3.01
H -3.40 -2.96 2.15
C 0.76 4.31 2.94
C 0.87 3.14 2.15
N 0.28 3.04 0.97
C -0.36 4.08 0.38
C -0.38 5.34 1.07
C 0.12 5.41 2.39
C -1.16 6.42 0.48
C -1.97 6.18 -0.58
C -2.03 4.91 -1.26
C -2.98 4.53 -2.25
C -2.94 3.27 -2.79
C -1.84 2.47 -2.51
N -1.08 2.67 -1.43
C -1.13 3.93 -0.86
H 1.33 4.34 3.88
H 1.36 2.23 2.53
H 0.02 6.33 2.94
H -1.22 7.43 0.87
H -2.70 6.95 -0.87
H -3.66 5.32 -2.59
H -3.80 2.90 -3.33
H -1.53 1.64 -3.18
F 0.37 -0.96 -5.76
C 1.19 -0.14 -5.06
F 0.99 1.18 -5.51
F 2.57 -0.33 -5.30
C 0.78 -0.17 -3.61
O -0.43 -0.40 -3.35
O 1.83 -0.03 -2.89



# 3
54
Properties=species:S:1:pos:R:3 method="wB97M-V/def2-TZVPD" orbital_gap_ev="4.76 / 7.60" spin_multiplicity=2 charge=-1 total_energy_ev=-202017.488
Ca -1.91 0.38 -0.83
C 0.03 4.77 -0.88
C -0.21 3.55 -1.52
N -1.12 2.84 -0.88
N -1.50 3.58 0.18
C -0.83 4.74 0.21
B -2.57 3.12 1.20
N -2.05 1.93 2.05
C -1.90 1.90 3.39
C -1.42 0.66 3.75
C -1.29 -0.03 2.54
N -1.67 0.74 1.52
N -3.86 2.75 0.46
C -5.09 3.25 0.68
C -5.97 2.64 -0.18
C -5.17 1.75 -0.91
N -3.91 1.82 -0.52
H 0.71 5.55 -1.16
H 0.26 3.15 -2.41
H -1.01 5.45 1.00
H -2.79 4.03 1.96
H -2.16 2.77 3.97
H -1.19 0.30 4.74
H -0.95 -1.03 2.33
H -5.23 4.01 1.44
H -7.03 2.81 -0.27
H -5.46 1.03 -1.67
Se 1.50 0.61 -1.06
P 1.45 -1.52 -0.96
Se -0.55 -2.29 -1.13
C 2.25 -2.12 0.58
C 3.55 -1.71 0.85
C 4.19 -2.15 2.00
C 3.53 -2.99 2.89
C 2.23 -3.39 2.62
C 1.59 -2.95 1.46
C 2.56 -2.29 -2.20
C 2.64 -3.68 -2.25
C 3.48 -4.29 -3.16
C 4.25 -3.52 -4.04
C 4.16 -2.14 -3.99
C 3.32 -1.52 -3.07
H 4.06 -1.04 0.17
H 5.20 -1.82 2.21
H 4.02 -3.32 3.79
H 1.70 -4.04 3.31
H 0.57 -3.26 1.24
H 2.04 -4.28 -1.58
H 3.54 -5.38 -3.20
H 4.90 -4.01 -4.75
H 4.75 -1.54 -4.67
H 3.24 -0.44 -3.03
S -5.13 -2.10 -1.15
C -3.79 -1.27 -1.07



# 4
51
Properties=species:S:1:pos:R:3 method="wB97M-V/def2-TZVPD" orbital_gap_ev="5.89 / 6.72" spin_multiplicity=2 charge=-1 total_energy_ev=-51381.785
Hg 0.96 1.77 1.09
C -4.57 0.54 -3.83
C -3.40 0.33 -2.92
C -3.34 -0.72 -2.00
C -2.29 -0.86 -1.13
C -1.18 0.02 -1.09
N -0.19 -0.15 -0.17
C 0.26 -1.43 0.04
C 0.61 -2.27 -1.05
C 1.14 -3.53 -0.90
C 1.39 -4.06 0.37
C 2.04 -5.40 0.55
C 1.02 -3.28 1.45
C 0.45 -2.02 1.31
N -0.05 -1.42 2.50
C -0.81 -2.05 3.43
C -0.98 -1.18 4.48
C -0.27 -0.03 4.10
N 0.29 -0.19 2.91
C -1.24 1.06 -2.05
C -2.33 1.21 -2.90
N -0.14 1.95 -2.28
C 0.37 2.24 -3.49
C 1.28 3.26 -3.32
C 1.23 3.53 -1.95
N 0.37 2.74 -1.33
H -5.09 -0.40 -4.03
H -4.26 0.96 -4.79
H -5.30 1.23 -3.40
H -4.16 -1.44 -1.97
H -2.29 -1.68 -0.42
H 0.45 -1.86 -2.04
H 1.40 -4.10 -1.78
H 1.87 -6.04 -0.31
H 1.65 -5.92 1.43
H 3.12 -5.31 0.68
H 1.18 -3.65 2.46
H -1.18 -3.04 3.25
H -1.54 -1.35 5.38
H -0.15 0.91 4.61
H -2.32 2.05 -3.59
H 0.08 1.68 -4.37
H 1.90 3.72 -4.07
H 1.81 4.24 -1.36
Cl 4.54 5.68 2.69
C 3.47 4.60 3.65
C 2.61 3.70 2.75
O 3.23 2.86 2.06
O 1.37 3.89 2.82
H 2.85 5.25 4.26
H 4.13 4.00 4.27



# 5
53
Properties=species:S:1:pos:R:3 method="wB97M-V/def2-TZVPD" orbital_gap_ev=8.06 spin_multiplicity=1 charge=0 total_energy_ev=-63248.788 smiles="COc1ccc([N+](=O)[O-])cc1NC(=O)c1ccc(N(Cc2ccccc2Cl)S(C)(=O)=O)cc1"
C 7.42 0.63 -1.38
O 6.31 -0.03 -0.81
C 5.22 0.70 -0.46
C 5.09 2.07 -0.65
C 3.94 2.73 -0.27
C 2.92 2.01 0.35
N 1.71 2.67 0.74
O 1.66 3.88 0.64
O 0.80 1.97 1.14
C 3.05 0.64 0.58
C 4.17 -0.03 0.14
N 4.35 -1.40 0.30
C 3.44 -2.41 0.46
O 3.81 -3.52 0.77
C 2.02 -2.07 0.18
C 1.03 -2.40 1.10
C -0.29 -2.07 0.88
C -0.66 -1.42 -0.30
N -1.99 -1.11 -0.54
C -2.39 0.11 -1.23
C -3.12 1.02 -0.26
C -2.51 1.34 0.95
C -3.15 2.12 1.88
C -4.43 2.59 1.63
C -5.05 2.29 0.43
C -4.39 1.51 -0.50
Cl -5.20 1.16 -1.99
S -3.24 -1.93 0.22
C -2.91 -3.64 -0.29
O -4.45 -1.51 -0.40
O -3.16 -1.85 1.65
C 0.32 -1.14 -1.25
C 1.64 -1.45 -1.01
H 8.16 -0.15 -1.55
H 7.83 1.37 -0.69
H 7.17 1.10 -2.33
H 5.88 2.64 -1.12
H 3.81 3.79 -0.43
H 2.25 0.13 1.10
H 5.32 -1.70 0.30
H 1.32 -2.90 2.02
H -1.03 -2.27 1.63
H -3.05 -0.15 -2.06
H -1.51 0.62 -1.61
H -1.50 0.99 1.14
H -2.66 2.36 2.81
H -4.95 3.19 2.36
H -6.05 2.65 0.22
H -3.04 -3.68 -1.36
H -3.63 -4.27 0.21
H -1.90 -3.91 0.00
H 0.05 -0.69 -2.19
H 2.39 -1.23 -1.76



# 6
50
Properties=species:S:1:pos:R:3 method="wB97M-V/def2-TZVPD" orbital_gap_ev=6.32 spin_multiplicity=1 charge=-1 total_energy_ev=-53157.731
Tl -0.19 1.62 -0.43
C -3.87 0.18 1.76
C -4.06 1.54 1.55
C -4.03 2.04 0.26
C -3.81 1.19 -0.82
C -3.62 -0.16 -0.61
C -3.65 -0.67 0.69
H -3.88 -0.22 2.77
H -4.21 2.20 2.39
H -4.16 3.11 0.09
H -3.77 1.59 -1.83
H -3.44 -0.82 -1.44
H -3.47 -1.73 0.85
C 3.85 4.07 0.72
O 4.20 3.23 1.82
C 4.18 1.87 1.61
C 5.23 1.15 2.13
C 5.26 -0.24 2.03
C 4.23 -0.88 1.39
C 3.14 -0.18 0.85
C 2.14 -0.99 0.16
N 1.04 -0.63 -0.39
N 0.37 -1.69 -0.99
C -0.53 -1.28 -1.86
O -0.82 -0.10 -2.21
C -1.29 -2.40 -2.53
C -2.20 -2.08 -3.53
C -2.97 -3.07 -4.15
C -2.83 -4.39 -3.76
C -1.91 -4.72 -2.77
C -1.15 -3.74 -2.16
C 3.06 1.24 0.97
O 2.05 1.94 0.60
H 4.48 4.96 0.80
H 4.03 3.58 -0.24
H 2.81 4.37 0.76
H 6.02 1.70 2.63
H 6.09 -0.80 2.45
H 4.23 -1.96 1.30
H 2.38 -2.05 0.08
H -2.30 -1.04 -3.82
H -3.67 -2.80 -4.93
H -3.43 -5.16 -4.23
H -1.80 -5.76 -2.47
H -0.42 -3.98 -1.40
I -0.22 0.56 2.90
C 0.76 2.42 3.23
I -0.54 4.10 3.11
H 1.49 2.50 2.43
H 1.18 2.41 4.22



# 7
50
Properties=species:S:1:pos:R:3 method="wB97M-V/def2-TZVPD" orbital_gap_ev="6.57 / 6.54" spin_multiplicity=1 charge=+2 total_energy_ev=-37082.357
Mo -0.29 1.33 -0.49
O 1.44 1.36 -0.40
C 2.49 1.39 0.39
C 3.81 1.45 -0.06
C 4.85 1.43 0.85
C 4.59 1.32 2.22
C 3.30 1.28 2.68
C 2.21 1.35 1.79
C 0.87 1.39 2.26
N -0.20 1.46 1.50
C -1.48 1.46 2.20
C -2.51 2.11 1.28
N -2.23 1.65 -0.07
C -3.26 1.57 -0.89
C -3.19 1.15 -2.24
C -4.35 1.01 -3.04
C -4.26 0.49 -4.31
C -3.02 0.12 -4.85
C -1.85 0.32 -4.13
C -1.93 0.83 -2.84
O -0.88 1.04 -2.08
H 4.01 1.51 -1.13
H 5.87 1.49 0.50
H 5.42 1.28 2.91
H 3.11 1.19 3.74
H 0.75 1.38 3.34
H -1.43 1.99 3.16
H -1.77 0.41 2.40
H -2.38 3.21 1.31
H -3.53 1.88 1.60
H -4.25 1.82 -0.51
H -5.31 1.31 -2.64
H -5.15 0.37 -4.91
H -2.97 -0.30 -5.84
H -0.88 0.09 -4.55
N 3.55 -2.75 1.42
C 2.51 -3.60 1.31
O 2.58 -4.77 1.62
C 1.21 -3.04 0.80
C 0.07 -3.83 0.94
C -1.15 -3.37 0.47
C -1.20 -2.11 -0.09
N -0.12 -1.35 -0.23
C 1.06 -1.80 0.18
H 4.42 -3.12 1.76
H 3.51 -1.77 1.18
H 0.18 -4.80 1.41
H -2.04 -3.98 0.55
H -2.13 -1.70 -0.47
H 1.91 -1.16 -0.03



# 8
51
Properties=species:S:1:pos:R:3 method="wB97M-V/def2-TZVPD" orbital_gap_ev=8.53 spin_multiplicity=1 charge=0 total_energy_ev=-58027.084 smiles="O=C(Oc1cccc(NC(=O)c2cccs2)c1)c1cccc(S(=O)(=O)N2CCCC2)c1"
O 1.44 3.87 -0.21
C 1.47 2.67 -0.26
O 0.42 1.85 -0.12
C -0.89 2.25 0.08
C -1.31 3.54 0.36
C -2.67 3.77 0.54
C -3.60 2.75 0.44
C -3.17 1.46 0.15
N -4.04 0.37 0.04
C -5.40 0.35 0.17
O -6.09 1.32 0.41
C -6.00 -0.98 -0.01
C -7.34 -1.25 0.05
C -7.65 -2.61 -0.15
C -6.54 -3.36 -0.36
S -5.10 -2.43 -0.32
C -1.81 1.21 -0.03
C 2.71 1.89 -0.51
C 3.89 2.60 -0.75
C 5.07 1.92 -1.02
C 5.09 0.54 -1.03
C 3.92 -0.16 -0.77
S 3.94 -1.96 -0.76
O 2.61 -2.41 -1.03
O 5.02 -2.40 -1.59
N 4.30 -2.45 0.79
C 5.61 -2.09 1.29
C 5.41 -0.82 2.14
C 3.91 -0.81 2.49
C 3.35 -2.08 1.82
C 2.73 0.50 -0.52
H -0.61 4.34 0.44
H -3.00 4.77 0.76
H -4.65 2.95 0.58
H -3.59 -0.51 -0.17
H -8.07 -0.48 0.23
H -8.64 -3.01 -0.14
H -6.47 -4.42 -0.54
H -1.46 0.22 -0.25
H 3.86 3.67 -0.73
H 5.98 2.48 -1.22
H 5.98 -0.02 -1.26
H 6.28 -1.96 0.45
H 5.98 -2.91 1.91
H 6.03 -0.84 3.03
H 5.67 0.08 1.57
H 3.74 -0.84 3.57
H 3.42 0.08 2.10
H 2.37 -1.95 1.36
H 3.29 -2.91 2.54
H 1.83 -0.08 -0.36



# 9
48
Properties=species:S:1:pos:R:3 method="wB97M-V/def2-TZVPD" orbital_gap_ev=8.40 spin_multiplicity=1 charge=0 total_energy_ev=-33192.302 smiles="Nc1ccccc1Cc1ccccc1NC(=O)Nc1cccc(CN=C=O)c1"
N -1.45 -2.28 -1.68
C -0.45 -1.35 -1.93
C -0.78 -0.29 -2.89
C 0.02 0.76 -3.03
C 1.22 0.75 -2.31
C 1.70 -0.34 -1.46
C 0.79 -1.43 -1.25
C 1.20 -2.68 -0.50
C 0.38 -3.33 0.62
C 0.53 -4.71 0.80
C 0.00 -5.46 1.88
C -0.80 -4.65 2.78
C -1.07 -3.27 2.57
C -0.36 -2.61 1.50
N -0.42 -1.23 1.42
C -1.58 -0.48 1.49
O -2.59 -0.79 2.00
N -1.55 0.88 1.08
C -0.38 1.75 0.98
C 0.92 1.43 1.46
C 1.95 2.25 1.18
C 1.85 3.40 0.39
C 0.55 3.79 0.04
C 0.48 5.24 -0.74
N -0.86 5.18 -1.37
C -1.71 5.93 -1.08
O -2.50 6.82 -0.85
C -0.57 3.00 0.32
H -2.31 -2.22 -2.17
H -1.43 -2.86 -0.87
H -1.69 -0.16 -3.37
H -0.07 1.68 -3.61
H 1.92 1.67 -2.32
H 2.53 -0.29 -0.73
H 1.42 -3.30 -1.33
H 2.19 -2.59 0.02
H 1.11 -5.28 0.11
H -0.10 -6.56 2.08
H -1.19 -5.09 3.66
H -1.56 -2.82 3.37
H 0.13 -0.85 0.60
H -2.41 1.37 0.98
H 1.11 0.60 2.13
H 2.93 1.88 1.58
H 2.71 4.02 0.27
H 0.52 6.18 -0.22
H 1.21 5.14 -1.57
H -1.57 3.22 -0.02